Entry 1:
Formula: C18H38O
Source: OMol25
Level of theory: wB97M-V/def2-TZVPD

Each line ends with the natural charge from an NBO analysis.
Cartesian coordinates (Å):
H (-7.25448, -0.37208, 1.33199)  0.200
H (-5.08276, -0.52289, 0.62359)  0.196
H (6.92174, -3.04454, -0.32054)  0.461
H (2.08403, 3.55819, 1.06602)  0.200
C (-3.58245, -1.24617, -0.73483)  -0.382
H (4.28507, -1.71717, -1.31949)  0.195
H (5.85006, -0.81586, 1.14514)  0.205
C (-2.52688, -0.16408, -0.50558)  -0.393
H (-8.14440, -2.16404, -0.97518)  0.198
H (-0.17649, 4.34399, 0.49282)  0.197
H (-8.88644, -0.94726, 1.00902)  0.209
H (3.73927, 2.90843, -0.64096)  0.194
H (-1.17380, 2.33584, -0.52565)  0.197
C (5.42795, -2.90809, 0.91391)  -0.053
H (-1.56218, -0.54319, -0.85345)  0.196
C (-7.83088, -1.18905, 0.90603)  -0.607
C (3.03909, 2.23271, -1.13779)  -0.384
H (-1.04468, 1.23003, 2.31070)  0.199
C (-5.00437, -0.77841, -0.43287)  -0.400
H (-2.77796, 0.70967, -1.10959)  0.195
H (-7.62834, -2.09035, 1.48085)  0.200
C (5.09658, -1.43565, 0.65491)  -0.428
H (1.50417, 1.90254, 1.19660)  0.195
H (4.12985, -1.22526, 1.11269)  0.203
H (3.20290, 2.32345, -2.21483)  0.198
H (-5.21868, 0.12155, -1.01468)  0.192
H (2.61812, 0.12538, -1.19597)  0.192
H (-5.84058, -2.74252, -0.16641)  0.192
H (4.88622, 0.55957, -2.18208)  0.198
H (5.47638, 0.99396, -0.57901)  0.196
O (6.75832, -3.24919, 0.60659)  -0.715
H (-3.34978, -2.11474, -0.11360)  0.192
H (4.72967, -3.54670, 0.35151)  0.150
H (-2.33760, -0.66189, 1.57193)  0.197
H (6.01138, -1.34342, -1.29281)  0.188
H (3.21935, 0.70064, 0.36125)  0.196
C (5.04751, -1.10049, -0.83576)  -0.393
H (-5.90663, -2.14059, -1.82177)  0.197
C (-1.19150, 2.45618, 0.55751)  -0.400
C (-7.47795, -1.40323, -0.56134)  -0.388
H (1.39965, 3.60760, -1.32857)  0.200
H (-7.65087, -0.47744, -1.11508)  0.192
C (4.75220, 0.37446, -1.11301)  -0.384
C (3.33818, 0.79459, -0.71805)  -0.399
H (5.31613, -3.13154, 1.97760)  0.179
C (1.60568, 2.66168, -0.82126)  -0.395
H (-0.11916, 3.54666, 2.06419)  0.197
H (-2.13565, 2.94246, 0.81689)  0.200
H (-0.26799, 0.53498, 0.88670)  0.192
H (-3.53216, -1.56698, -1.77889)  0.197
C (-2.39118, 0.24324, 0.96126)  -0.392
C (-1.14461, 1.08636, 1.23156)  -0.393
C (1.35274, 2.84661, 0.67348)  -0.399
H (-3.27454, 0.80316, 1.27327)  0.195
C (-6.03266, -1.85484, -0.77406)  -0.386
H (0.92077, 1.91345, -1.22346)  0.193
C (-0.04750, 3.37723, 0.98655)  -0.383

Results
LUMO level: 0.032 Ha
strongest force on any atom: 0.55 eV Å⁻¹
energy above the lowest of the compared OMol25 structures with the same formula, charge and spin: 6.1 kJ/mol

Entry 2:
Formula: C18H38OP2Sn
Source: OMol25
Level of theory: wB97M-V/def2-TZVPD

Each line ends with the natural charge from an NBO analysis.
Cartesian coordinates (Å):
H (-3.82718, -2.87635, -0.86457)  0.279
H (0.58261, -3.20622, -0.88718)  0.233
C (0.75902, -2.13488, -0.76652)  -0.646
H (0.35591, 2.79932, 2.40487)  0.271
H (-5.88293, 4.85822, 1.45205)  0.299
H (-2.95712, 0.81556, 4.14155)  0.257
C (-2.92601, 1.34334, 0.89696)  -0.782
H (0.65374, 1.08144, -0.50233)  0.232
C (-3.41884, 0.12170, 0.06409)  -0.693
C (-5.17854, 4.06672, 1.11196)  -0.495
P (-2.68773, -0.69729, -1.46937)  1.374
H (-3.00289, 4.36979, -3.05360)  0.197
H (-5.17798, 1.58725, -0.69581)  0.192
H (-1.54505, -2.08105, 1.84830)  0.224
C (-2.49417, 1.70164, 3.70696)  -0.968
H (-4.74168, 4.70158, -3.06125)  0.263
O (-0.74970, -0.30431, -0.07875)  -0.420
P (-1.60296, 1.27809, 2.12608)  0.929
C (-4.14370, 2.96900, -1.95212)  -0.336
H (-2.84577, 2.20079, 0.29192)  0.235
H (-4.84174, 5.47903, -0.86694)  0.245
H (-1.19256, 3.67693, 2.55254)  0.224
H (-5.38627, 3.25062, 1.85524)  0.253
H (0.79365, -1.69061, -1.76950)  0.220
C (-4.97943, 2.62302, -0.93306)  -0.058
H (-3.43207, 6.28627, -1.56430)  0.266
C (0.89314, 2.11800, -0.93683)  -1.050
C (-3.79445, 4.40736, 1.04953)  -0.008
C (-3.78239, 5.33277, -1.14400)  -0.488
H (-6.84506, 2.98684, 0.06732)  0.257
H (-4.47604, 0.22295, -0.25250)  0.237
H (0.16836, -2.19736, 1.91376)  0.253
H (-3.90485, 2.19300, -2.66313)  0.236
H (-1.26420, -1.91365, -0.78535)  0.159
H (-0.69445, -3.41147, 1.07064)  0.244
C (-0.67646, -2.34212, 1.24958)  -0.650
H (-1.86691, 2.04214, 4.54273)  0.275
H (1.67929, 2.09903, -1.69195)  0.221
H (-3.44309, -0.81921, 0.62959)  0.258
C (-0.45259, -1.61500, -0.02211)  0.112
C (-0.63799, 2.94451, 1.96807)  -0.913
C (-5.91424, 3.52806, -0.22940)  -0.465
C (-2.86637, 0.21507, -3.06386)  -0.987
H (-2.31241, -0.39422, -3.81339)  0.288
H (-3.72707, 1.63215, 1.54390)  0.257
C (-3.90090, 4.38488, -2.40016)  -0.482
C (-3.04057, 4.74686, -0.03938)  -0.442
C (-3.75194, -2.18492, -1.72120)  -0.988
H (-3.26898, 4.42386, 2.00270)  0.229
H (-4.77853, -2.03050, -2.11336)  0.283
H (-0.37412, 3.47236, 1.03360)  0.200
H (-3.31070, 2.44915, 3.68220)  0.223
H (1.71154, -2.04918, -0.21751)  0.249
H (-3.87766, 0.33802, -3.51522)  0.283
H (1.24311, 2.69309, -0.06548)  0.189
H (-6.26041, 4.35477, -0.89038)  0.230
H (-2.36026, 1.17793, -2.99869)  0.232
Sn (-1.37048, 3.62102, -1.47904)  1.294
H (-1.99217, 5.03484, 0.08140)  0.206
H (-3.16543, -2.65151, -2.52972)  0.265

Results
total charge: +2
LUMO level (spin up / spin down): -0.311 / -0.300 Ha
strongest force on any atom: 4.30 eV Å⁻¹
energy above the lowest of the compared OMol25 structures with the same formula, charge and spin: 120.4 kJ/mol